# 1
{"formula": "C4H9O3", "method": "ωB97M-V/def2-TZVPD", "symbols": ["O", "O", "O", "C", "C", "C", "C", "H", "H", "H", "H", "H", "H", "H", "H", "H"], "positions_angstrom": [[-2.444488, -0.342580, 1.619550], [0.044501, 0.733119, 0.283924], [-2.203431, -1.027870, -0.505575], [-0.513518, -1.828466, 0.824306], [-1.802820, -0.976712, 0.797135], [1.647602, 1.104526, -1.171463], [1.008729, 1.610694, 0.111932], [-0.716012, -2.690734, 0.148142], [-0.366301, -2.211936, 1.820546], [1.951294, 0.048992, -1.083521], [0.911560, 1.159197, -1.991499], [-2.859626, -0.327794, -0.615234], [2.526270, 1.677981, -1.532535], [1.838501, 1.606413, 0.901747], [0.297158, -1.225270, 0.382267], [0.680581, 2.690438, 0.010276]], "atomic_forces_ev_per_a": [[1.048, -1.403, -0.632], [-1.652, -0.247, 1.399], [-0.482, 0.183, -0.060], [-1.467, -0.571, -0.193], [0.456, 0.665, -0.375], [1.183, 0.849, -1.579], [0.885, -0.404, -0.542], [0.110, 0.420, 0.459], [0.485, 0.075, 0.389], [-0.139, 0.360, 0.234], [0.065, -0.088, 0.337], [-0.031, 0.062, 0.072], [0.118, -0.005, 0.087], [-0.397, 0.211, -0.135], [-0.458, 0.116, 0.587], [0.277, -0.222, -0.047]], "mulliken_charge": [-0.6304, -0.6348, -0.4450, -0.8354, 0.9025, -1.0393, -0.5247, 0.3048, 0.2689, 0.2043, 0.1935, 0.2839, 0.4308, 0.1960, 0.1114, 0.2134], "e_tot_ha": -383.51510, "e_homo_ev": -2.45, "charge": -1}

***

# 2
{"formula": "C19H35I2NNbO3", "method": "ωB97M-V/def2-TZVPD", "symbols": ["I", "I", "Nb", "O", "O", "O", "N", "C", "C", "C", "C", "C", "C", "C", "C", "C", "C", "C", "C", "C", "C", "C", "C", "C", "C", "C", "H", "H", "H", "H", "H", "H", "H", "H", "H", "H", "H", "H", "H", "H", "H", "H", "H", "H", "H", "H", "H", "H", "H", "H", "H", "H", "H", "H", "H", "H", "H", "H", "H", "H", "H"], "positions_angstrom": [[5.293416, 0.135173, 2.559511], [4.934177, 4.048017, 1.919392], [2.286084, -0.130938, 0.243617], [-0.805361, -4.559498, 1.927510], [1.117376, -0.141156, -2.970363], [0.496929, -5.596905, 0.387470], [-1.093779, 1.264079, -2.390603], [-6.590262, 3.733597, -1.905270], [-5.830143, 2.720991, -2.473220], [-4.457006, 2.688477, -2.274075], [-3.844445, 3.665449, -1.502020], [3.931611, 1.199410, 1.264622], [0.291508, -4.698157, 1.387985], [2.442667, -1.548939, 2.013221], [-5.977186, 4.712830, -1.135933], [1.446713, 1.191910, -2.631569], [1.506029, -3.912265, 1.799082], [2.862207, 2.288556, 3.322473], [0.172446, 2.028743, -2.335249], [0.552809, 0.950535, 1.255402], [1.166742, -2.444445, 2.062440], [-1.649804, -6.607822, -0.293751], [3.376954, 2.443334, 1.894570], [-0.326318, -6.755136, 0.455423], [2.471125, 1.323597, -1.494911], [-4.605034, 4.676637, -0.931757], [3.306528, -2.202979, 1.987073], [2.314976, -4.023842, 1.084438], [0.123481, 2.823861, -3.079182], [2.630102, 2.873438, 1.241041], [-0.390517, 0.462400, 1.000417], [-4.127199, 5.436424, -0.327080], [3.673340, -1.102867, -0.497949], [-2.773631, 3.637692, -1.344676], [1.818496, -4.365392, 2.739858], [0.385863, -2.119403, 1.383123], [-2.435098, -7.097464, 0.274990], [0.289003, 2.535074, -1.381328], [0.737964, -2.373181, 3.060271], [1.061633, -1.225859, -0.521752], [-1.576363, 1.417083, -1.514382], [-1.684198, 1.708829, -3.078128], [1.624559, -0.404532, -3.731313], [2.748103, 1.243172, 3.588350], [2.431343, -0.949747, 2.920965], [0.454322, 2.007234, 1.006658], [2.351875, 2.321909, -1.058602], [-1.601681, -7.030450, -1.290841], [4.550997, 1.505608, 0.426488], [3.546386, 2.731481, 4.034464], [3.469681, 1.323746, -1.933032], [0.252463, -7.557013, 0.006077], [-6.569522, 5.504084, -0.694421], [0.665309, 0.815713, 2.331765], [-0.505620, -7.039105, 1.488048], [-3.864968, 1.900551, -2.719801], [1.893991, 2.766609, 3.449528], [-1.905986, -5.556772, -0.354754], [1.903911, 1.642560, -3.517924], [-7.661233, 3.759368, -2.061162], [-6.307769, 1.955700, -3.071221]], "atomic_forces_ev_per_a": [[0.225, 0.305, -0.142], [-0.033, 0.314, -0.083], [-1.284, 0.408, 0.328], [1.646, -0.574, -0.776], [-0.390, -0.198, 0.262], [0.531, 0.098, 0.746], [0.130, 0.673, 0.310], [-0.005, 0.004, -0.001], [-0.009, 0.008, -0.008], [-0.013, 0.015, -0.008], [0.023, 0.005, -0.002], [-0.083, 0.231, 0.139], [-1.657, 0.413, 0.613], [-0.432, -0.308, -0.614], [-0.003, 0.000, 0.002], [0.313, 0.499, 0.040], [-0.472, 0.077, -0.321], [-0.230, 0.231, 0.034], [-0.295, -0.346, -0.400], [-0.032, -0.594, -0.264], [0.353, 0.267, 0.225], [0.159, 0.145, 0.374], [0.428, -0.717, 0.419], [-0.549, -0.397, -0.521], [0.482, -0.259, -0.038], [-0.005, 0.012, -0.002], [0.312, 0.153, 0.294], [0.001, -0.026, -0.207], [0.078, 0.122, -0.088], [-0.006, 0.194, -0.139], [-0.121, -0.020, -0.119], [0.008, 0.006, 0.003], [-0.155, -0.234, -0.108], [0.008, -0.006, -0.001], [0.227, -0.125, 0.059], [-0.105, 0.005, -0.159], [-0.177, -0.125, -0.075], [-0.044, -0.110, 0.246], [-0.186, -0.013, 0.091], [0.169, -0.255, -0.016], [-0.048, -0.327, 0.143], [-0.094, -0.134, -0.206], [0.312, -0.075, -0.218], [-0.014, -0.198, -0.104], [0.429, 0.152, 0.100], [0.053, 0.183, 0.085], [0.061, 0.121, 0.136], [-0.014, -0.009, -0.175], [0.126, -0.253, -0.168], [0.103, -0.039, 0.161], [0.180, -0.061, 0.048], [0.242, 0.008, -0.059], [-0.005, 0.001, 0.012], [0.048, 0.201, 0.172], [0.009, 0.252, 0.215], [-0.016, -0.042, 0.021], [-0.086, 0.150, -0.052], [-0.086, 0.130, -0.056], [0.001, 0.071, -0.140], [-0.008, -0.001, -0.001], [0.000, -0.008, -0.006]], "mulliken_charge": [-0.0117, -0.0996, -0.4022, -0.5868, -0.5088, -0.3380, -0.5763, -0.3699, -0.5620, -0.2266, -0.0097, -1.0108, 0.2806, -0.9722, -0.3349, 0.1141, -0.4014, -1.0893, -0.6409, -1.5551, -0.2613, -0.9804, -0.1606, -0.2789, -1.2566, -0.5549, 0.6355, 0.3668, 0.3924, 0.3949, 0.3909, 0.3615, -0.0538, 0.3412, 0.2333, 0.3590, 0.2849, 0.1898, 0.2451, 0.0913, 0.2405, 0.2307, 0.3128, 0.1760, 0.0914, 0.4795, 0.3955, 0.3014, 0.7261, 0.4526, 0.5538, 0.3482, 0.3493, 0.5225, 0.3227, 0.2910, 0.2563, 0.3027, 0.5044, 0.3492, 0.3543], "e_tot_ha": -1677.59416, "e_homo_ev": -4.76, "charge": -1}

***

# 3
{"formula": "CH2FNO3S", "method": "ωB97M-V/def2-TZVPD", "symbols": ["S", "F", "O", "O", "O", "N", "C", "H", "H"], "positions_angstrom": [[-0.099689, -2.094087, -0.216883], [1.418615, -1.362246, -0.019901], [-0.604885, 0.711420, 1.098380], [0.199781, -3.356710, -0.808942], [-0.596569, -1.105235, -1.425102], [-0.227256, 3.008951, 1.280196], [-0.311822, 1.828646, 1.159868], [0.490744, 3.694051, 1.235329], [-0.268920, -1.324790, -2.302945]], "atomic_forces_ev_per_a": [[1.158, 1.647, -1.211], [-1.407, -0.688, -0.162], [0.047, -0.993, -0.120], [0.060, -0.374, 0.062], [-0.164, -0.134, 1.416], [-0.105, 1.044, 0.096], [-0.299, -0.062, 0.128], [0.333, 0.007, -0.067], [0.377, -0.446, -0.141]], "mulliken_charge": [0.8886, -0.2773, -0.3976, -0.5014, -0.4289, -0.4269, 0.5234, 0.2807, 0.3394], "e_tot_ha": -817.83132, "e_homo_ev": -11.23}

***

# 4
{"formula": "C8H9N", "method": "ωB97M-V/def2-TZVPD", "symbols": ["N", "C", "C", "C", "C", "C", "C", "C", "C", "H", "H", "H", "H", "H", "H", "H", "H", "H"], "positions_angstrom": [[-4.046840, -0.277233, 0.117823], [1.192602, -0.133781, -0.035243], [-2.814459, -0.220846, 0.040049], [-1.602923, 0.517835, -0.052468], [-0.676358, 1.652165, -0.075220], [2.676321, -0.381212, 0.123823], [-1.481405, -0.813535, -0.064914], [0.461345, -1.418541, -0.152519], [0.736791, 1.119490, -0.026830], [0.498662, -1.891440, -1.125126], [-4.484161, -1.189471, 0.172547], [2.891993, -0.636041, 1.162348], [2.999505, -1.209911, -0.504516], [1.475740, 1.908779, 0.060619], [-0.825943, 2.259666, -0.976148], [3.258343, 0.501355, -0.131442], [0.581103, -2.098973, 0.680206], [-0.840322, 2.311702, 0.787011]], "atomic_forces_ev_per_a": [[-1.471, 0.475, 0.184], [0.404, 0.199, 0.007], [0.973, -0.429, -0.167], [-0.576, -1.252, 0.028], [0.410, 0.014, 0.035], [-0.088, 0.077, 0.050], [4.056, 0.016, -0.134], [-4.317, 1.239, 0.207], [-0.205, 0.229, -0.060], [0.095, -0.108, -0.015], [0.368, -0.101, -0.060], [0.075, -0.134, 0.025], [0.113, -0.045, -0.027], [0.161, -0.065, 0.004], [-0.019, -0.020, 0.137], [0.011, 0.049, -0.028], [0.060, -0.112, -0.003], [-0.052, -0.034, -0.183]], "mulliken_charge": [-0.8070, 1.2081, 0.4260, -0.0555, -0.5387, -1.6150, -0.1124, -0.6801, -0.6615, 0.3268, 0.2396, 0.3097, 0.3787, 0.2701, 0.2611, 0.3859, 0.3722, 0.2919], "e_tot_ha": -364.80804, "e_homo_ev": -8.60}

***

# 5
{"formula": "C6H14N2O2", "method": "ωB97M-V/def2-TZVPD", "symbols": ["O", "O", "N", "N", "C", "C", "C", "C", "C", "C", "H", "H", "H", "H", "H", "H", "H", "H", "H", "H", "H", "H", "H", "H"], "positions_angstrom": [[0.520049, -1.705503, -2.475448], [1.378820, 0.270378, -3.070845], [2.196752, -2.756081, 1.855037], [-2.088820, 1.198364, -2.047399], [-1.299863, 1.591380, -1.089545], [1.941483, -1.349412, 2.119377], [1.022928, -0.763313, -2.820418], [2.485025, -3.079912, 0.444974], [-1.909662, 3.088802, 0.502220], [-1.292863, 3.093815, -0.929692], [2.525822, -4.134338, 0.200343], [-1.746389, 3.661286, -1.762103], [-2.140651, 0.187557, -2.202152], [-2.765687, 2.366461, 0.409469], [1.693290, -2.678682, -0.099451], [-2.683327, 1.811450, -2.637410], [-2.161192, 4.133543, 0.951075], [2.078583, -1.395779, 3.238774], [0.843408, -1.186515, 1.894520], [-1.091363, 2.721654, 1.164841], [2.964453, -3.164970, 2.368006], [2.461453, -0.621115, 1.390797], [-0.136185, 3.370087, -0.860297], [3.481306, -2.605476, -0.003070]], "atomic_forces_ev_per_a": [[-1.604, -4.562, 1.059], [2.220, 4.033, -1.563], [0.941, -1.444, -1.793], [-0.442, -0.735, -0.438], [0.722, 0.458, -0.817], [-1.103, -0.641, -0.194], [-0.632, 0.595, 0.531], [2.133, 1.025, 0.234], [0.135, 1.692, 0.402], [2.747, -0.567, 0.864], [0.005, -0.306, 0.469], [-0.266, 0.000, 0.515], [-0.363, 0.689, -0.123], [0.537, 1.013, 1.001], [-1.337, 0.699, -1.281], [0.484, -0.411, 0.289], [-0.067, -1.788, -1.099], [0.067, 1.602, -1.178], [1.047, 0.022, 0.460], [-0.994, -0.197, -0.396], [-0.031, 0.535, 0.534], [-0.020, -0.804, 1.722], [-2.463, -0.230, -0.214], [-1.717, -0.678, 1.018]], "mulliken_charge": [-0.3286, -0.3036, -0.3658, -0.2934, -0.3710, -0.7197, 0.6344, -0.6658, -0.8592, -0.3190, 0.3153, 0.3923, 0.2687, 0.2723, 0.1771, 0.2039, 0.2852, 0.3536, 0.2279, 0.2504, 0.2255, 0.2200, 0.1656, 0.2341], "e_tot_ha": -496.89028, "e_homo_ev": -8.20}

***

# 6
{"formula": "C18H25N5O3S", "method": "ωB97M-V/def2-TZVPD", "symbols": ["S", "O", "O", "O", "N", "N", "N", "N", "N", "C", "C", "C", "C", "C", "C", "C", "C", "C", "C", "C", "C", "C", "C", "C", "C", "C", "C", "H", "H", "H", "H", "H", "H", "H", "H", "H", "H", "H", "H", "H", "H", "H", "H", "H", "H", "H", "H", "H", "H", "H", "H", "H"], "positions_angstrom": [[0.918252, -1.055521, 1.286638], [3.063043, 0.482460, 1.605010], [-2.708162, -1.017426, 0.507318], [4.687102, 3.530890, -1.349373], [3.884478, 2.015780, 0.123676], [-0.047948, -0.353072, -1.073187], [2.803146, 2.411201, -1.934893], [-2.011621, -0.794825, 2.623140], [0.876588, 1.265311, -2.515478], [0.906811, -0.142404, -0.183016], [-2.242551, -3.545186, -2.644134], [-3.176731, -0.003512, 2.989618], [-1.349357, -2.385088, -3.065059], [-2.828075, 0.551284, 4.365257], [1.848738, 1.485160, -1.636410], [-1.144441, 0.141108, -3.170792], [4.989487, 2.344432, 1.007903], [3.845752, 2.706904, -1.074384], [-1.128859, -1.008575, 3.753879], [2.721147, 3.113262, -3.200147], [-1.868712, -1.233936, 1.362864], [1.921227, 0.800277, -0.417634], [-1.958813, -0.556982, 4.955132], [2.974191, 1.054122, 0.533643], [-2.043946, -1.044924, -2.836130], [-0.612825, -2.031896, 1.057781], [-0.036807, 0.354061, -2.191533], [-1.085133, -2.489360, -4.121164], [-3.353667, 0.764794, 2.234435], [-3.145014, -3.569540, -3.251038], [-3.712375, 0.759388, 4.963044], [4.935836, 3.394779, 1.293097], [-4.061610, -0.649052, 3.027748], [-1.335810, -0.216279, 5.778884], [-0.702641, 0.037206, -4.165097], [5.935127, 2.169807, 0.495887], [-0.651209, -2.350823, 0.018509], [-1.733451, 1.062621, -3.182135], [-0.515322, -2.889034, 1.722720], [-2.352597, -0.973689, -1.792531], [4.906308, 1.707041, 1.885126], [-2.587874, -1.375908, 5.306325], [-1.725448, -4.495568, -2.759367], [2.780129, 2.398267, -4.019683], [-2.538056, -3.431027, -1.603734], [-0.422530, -2.410665, -2.489069], [3.550755, 3.814889, -3.246849], [-2.937700, -0.995461, -3.461208], [1.770005, 3.639905, -3.263602], [-2.246899, 1.468531, 4.265858], [-0.827455, -2.055771, 3.829655], [-0.224484, -0.397953, 3.654500]], "atomic_forces_ev_per_a": [[-0.290, -0.596, 0.377], [0.188, 0.147, -0.037], [-0.282, 0.008, -0.186], [0.161, 0.094, 0.052], [0.155, -0.008, 0.198], [-0.228, -0.236, 0.192], [-0.019, 0.026, -0.061], [-0.210, 0.216, 0.280], [0.293, 0.356, -0.219], [0.330, 0.363, -0.224], [0.231, 0.078, -0.093], [-0.351, 0.205, -0.174], [-0.261, 0.029, 0.079], [0.003, -0.157, -0.052], [-0.332, -0.553, 0.506], [-0.352, -0.209, -0.017], [0.247, 0.064, 0.199], [-0.025, 0.038, -0.089], [0.433, -0.088, 0.272], [0.077, 0.279, -0.346], [0.235, -0.278, -0.132], [-0.427, -0.205, -0.212], [0.031, 0.036, -0.064], [-0.049, 0.029, -0.087], [0.273, 0.013, -0.125], [0.288, 0.322, -0.256], [0.286, 0.184, 0.023], [0.079, 0.019, -0.026], [-0.054, -0.075, 0.073], [-0.136, -0.046, -0.032], [-0.017, 0.064, 0.004], [0.039, -0.054, -0.005], [-0.002, 0.100, -0.029], [0.027, -0.060, 0.045], [0.003, 0.083, -0.011], [-0.036, 0.032, 0.051], [-0.133, -0.095, 0.131], [0.061, 0.059, -0.062], [0.051, -0.015, 0.010], [-0.091, -0.016, -0.036], [0.026, 0.088, -0.095], [-0.005, -0.032, 0.035], [-0.028, -0.133, 0.007], [-0.022, 0.067, -0.006], [-0.071, -0.026, 0.134], [0.061, -0.022, -0.048], [-0.115, -0.095, 0.001], [-0.065, 0.012, -0.003], [0.049, -0.014, -0.054], [0.000, 0.052, 0.002], [0.040, 0.038, 0.028], [-0.064, -0.087, 0.079]], "mulliken_charge": [-0.1112, -0.7010, -0.7363, -0.6543, -0.0176, -0.0969, -0.0128, 0.2546, -0.5428, -0.2518, -1.3711, -0.5458, -0.3544, -0.6701, 0.9458, -0.7647, -1.1342, 0.6703, -0.6290, -1.0513, 0.4390, -0.3673, -0.6874, 1.0897, -0.3068, -0.5702, 0.0623, 0.4376, 0.3103, 0.3798, 0.3560, 0.3240, 0.2947, 0.3795, 0.3909, 0.3256, 0.0112, 0.3053, 0.6727, -0.1362, 0.3663, 0.3022, 0.3604, 0.3250, 0.2638, 0.2666, 0.3760, 0.5985, 0.3240, 0.2845, 0.3101, 0.2866], "smiles": "CCCCc1nc(SCC(=O)N2CCCC2)c2c(=O)n(C)c(=O)n(C)c2n1", "e_tot_ha": -1598.70319, "e_homo_ev": -8.89}